Record 1
Computed, not measured: a molecular structure, C36H44N4Y in a non-equilibrium geometry, with ωB97M-V/def2-TZVPD.

The largest force on an atom comes out at 1.2 eV/A. As for the orbital gap: 5.73 eV. The calculation puts the total energy at -1655.50945 Ha. The net charge is +1. The calculation puts the lowest unoccupied orbital energy at -0.1447 hartree. For the highest occupied orbital energy, the calculation gives -9.67 eV.

Last column: Löwdin charge in e.
Cartesian coordinates (Å):
Y: 0.0148 -0.7273 -0.7625  1.76
C: -5.5438 2.6137 -0.2970  -0.08
C: -5.4111 1.2907 -1.0524  -0.19
C: -4.2565 0.4769 -0.5625  -0.12
C: -4.2680 -0.4787 0.4165  -0.12
C: -5.4524 -1.0069 1.1607  -0.19
C: -5.9381 -2.3380 0.5821  -0.08
C: -2.9064 -0.9347 0.5866  -0.22
N: -2.1196 -0.2669 -0.3053  -0.06
C: -2.8850 0.6268 -1.0017  -0.22
C: -2.3875 1.5702 -1.9121  0.07
C: -1.0661 1.8823 -2.2790  -0.22
C: -0.6296 2.9757 -3.1180  -0.12
C: -1.5323 3.9188 -3.8461  -0.19
C: -2.0538 3.3292 -5.1569  -0.08
C: 0.7407 2.9589 -3.1285  -0.12
C: 1.1632 1.8614 -2.2892  -0.22
C: 2.4793 1.5222 -1.9317  0.07
C: 2.9555 0.5654 -1.0238  -0.22
N: 2.1679 -0.3167 -0.3375  -0.06
C: 2.9347 -1.0036 0.5548  -0.22
C: 2.4339 -1.9088 1.5082  0.07
C: 1.1146 -2.2513 1.8340  -0.22
N: -0.0014 -1.7736 1.2058  -0.06
C: -1.1152 -2.2174 1.8606  -0.22
C: -2.4283 -1.8414 1.5486  0.07
C: -0.6849 -3.0686 2.9523  -0.12
C: 0.6825 -3.0917 2.9359  -0.12
C: 1.6025 -3.8503 3.8372  -0.18
C: 2.1126 -5.1405 3.1930  -0.07
C: -1.6059 -3.7974 3.8774  -0.18
C: -2.1608 -5.0788 3.2532  -0.07
C: 4.3068 -0.5759 0.3974  -0.12
C: 4.3206 0.3881 -0.5759  -0.12
C: 5.4850 1.1921 -1.0583  -0.18
C: 5.6135 2.5266 -0.3220  -0.07
C: 5.4576 -1.0796 1.2084  -0.18
C: 5.5445 -0.4285 2.5890  -0.07
N: 0.0442 1.2308 -1.8218  -0.06
C: 1.6579 3.9299 -3.8025  -0.19
C: 2.0962 5.0513 -2.8595  -0.07
H: -6.3887 3.1932 -0.6678  0.08
H: -5.6936 2.4383 0.7688  0.08
H: -4.6427 3.2193 -0.4050  0.07
H: -6.3305 0.7108 -0.9524  0.11
H: -5.2976 1.4799 -2.1227  0.11
H: -5.2050 -1.1266 2.2182  0.11
H: -6.2578 -0.2714 1.1278  0.11
H: -5.1454 -3.0876 0.6088  0.07
H: -6.7896 -2.7283 1.1384  0.08
H: -6.2393 -2.2171 -0.4592  0.08
H: -3.1418 2.2039 -2.3639  0.11
H: -2.3714 4.1925 -3.2012  0.11
H: -0.9982 4.8497 -4.0438  0.11
H: -2.6128 2.4088 -4.9806  0.07
H: -2.7130 4.0321 -5.6654  0.08
H: -1.2304 3.0883 -5.8302  0.08
H: 3.2461 2.1395 -2.3854  0.11
H: 3.1879 -2.3706 2.1346  0.11
H: -3.1905 -2.2746 2.1857  0.11
H: 2.4482 -3.2160 4.1153  0.11
H: 1.0882 -4.0827 4.7708  0.11
H: 2.6479 -4.9324 2.2651  0.07
H: 2.7912 -5.6691 3.8617  0.08
H: 1.2859 -5.8093 2.9513  0.07
H: -1.0770 -4.0353 4.8013  0.11
H: -2.4297 -3.1404 4.1677  0.11
H: -1.3558 -5.7694 2.9996  0.07
H: -2.8381 -5.5862 3.9395  0.08
H: -2.7100 -4.8639 2.3350  0.07
H: 6.4015 0.6116 -0.9393  0.11
H: 5.3850 1.3699 -2.1319  0.11
H: 5.7638 2.3705 0.7462  0.07
H: 6.4556 3.1042 -0.7020  0.08
H: 4.7097 3.1268 -0.4402  0.07
H: 5.3773 -2.1647 1.3163  0.11
H: 6.3851 -0.9043 0.6608  0.11
H: 4.6384 -0.6042 3.1704  0.07
H: 6.3882 -0.8286 3.1505  0.08
H: 5.6743 0.6506 2.5069  0.07
H: 2.5316 3.4000 -4.1897  0.11
H: 1.1581 4.3510 -4.6767  0.11
H: 2.6075 4.6474 -1.9840  0.07
H: 2.7725 5.7470 -3.3551  0.08
H: 1.2327 5.6132 -2.5016  0.08

Atoms 1-6, force components in eV/Å:
Y -0.010 -0.883 -0.847
C -0.011 0.055 0.021
C -0.028 -0.053 -0.072
C 0.013 0.063 -0.090
C -0.018 -0.078 0.052
C -0.037 0.029 0.034

Record 2
Computed, not measured: 13 unconnected molecules or ions with the total composition C5H36N10O13 in a non-equilibrium geometry, with ωB97M-V/def2-TZVPD.

Its energy relative to the best compared isomer or geometry (same formula, charge and spin) is 122.7 kJ/mol. The largest force on an atom comes out at 3.3 eV/A. As for the orbital gap: 8.31 eV. The calculation puts the total energy at -1737.97347 Ha. The net charge is 0. The calculation puts the lowest unoccupied orbital energy at -0.0168 hartree. For the highest occupied orbital energy, the calculation gives -8.77 eV.

Last column: Löwdin charge in e.
Cartesian coordinates (Å):
O: -1.0934 -4.2646 -1.6303  -0.06
H: -1.1905 -5.0959 -2.1062  0.04
H: -0.2611 -3.8831 -1.9584  -0.01
O: -2.4043 -0.8194 -3.6527  -0.05
H: -3.2283 -1.1893 -3.3160  0.05
H: -2.2860 -1.2327 -4.5143  0.05
O: -3.7344 -1.7230 2.4738  -0.09
H: -3.4385 -0.8900 2.0916  -0.03
H: -3.1899 -2.4003 2.0300  -0.01
O: -3.3884 1.3626 2.1985  -0.05
H: -3.5586 1.7143 3.0779  0.05
H: -3.2631 2.1414 1.6484  0.04
O: -1.1358 2.8431 -2.0158  -0.05
H: -1.5933 2.6725 -2.8518  0.06
H: -1.8426 3.0288 -1.3875  0.06
O: 1.4955 -3.2774 -2.3478  -0.06
H: 2.0281 -2.6745 -2.8809  0.07
H: 1.8893 -4.1469 -2.4929  0.08
O: -1.7622 -3.1873 1.2428  -0.06
H: -1.6089 -3.8767 0.5845  0.03
H: -1.0362 -2.5524 1.1090  0.01
O: 1.5910 0.7533 2.5106  -0.06
H: 0.6403 0.8117 2.3625  -0.01
H: 1.8353 1.6242 2.8497  0.05
C: 1.7400 3.3185 0.0513  -0.67
O: 2.3179 3.4466 1.1341  0.01
N: 1.3831 4.3970 -0.7064  0.15
N: 1.2085 2.1389 -0.3370  0.17
H: 0.7349 4.2862 -1.4664  0.07
H: 1.9200 5.2355 -0.5920  0.10
H: 0.8130 2.0584 -1.2538  0.04
H: 1.3153 1.3623 0.2964  0.07
C: 2.8756 -3.2373 2.1482  -0.69
O: 3.4904 -4.1611 2.6962  -0.01
N: 3.0637 -2.9856 0.8190  0.15
N: 2.0593 -2.3892 2.7848  0.17
H: 3.7306 -3.4543 0.2431  0.09
H: 2.4733 -2.2836 0.4035  0.07
H: 1.8214 -2.6903 3.7122  0.11
H: 1.8595 -1.4689 2.4308  0.05
C: -0.2944 -0.7298 -0.0332  -0.64
O: 0.1876 -1.1996 1.0092  -0.01
N: -0.2010 -1.2246 -1.2967  0.20
N: -1.3491 0.1347 0.0227  0.19
H: 0.5889 -1.8459 -1.4491  0.06
H: -0.6746 -0.7454 -2.0398  0.07
H: -1.9255 0.5592 -0.6725  0.09
H: -1.6116 0.2021 1.0010  0.08
C: 0.9425 1.6805 -5.3067  -0.67
O: -0.1645 2.0400 -5.6963  0.02
N: 1.1286 1.3665 -3.9785  0.15
N: 2.1001 1.8201 -6.0022  0.15
H: 0.2444 1.5020 -3.5177  0.06
H: 2.0485 1.2658 -3.6011  0.09
H: 2.0156 2.1736 -6.9387  0.11
H: 2.9785 1.6002 -5.5800  0.09
C: -0.9003 1.8154 4.3569  -0.68
O: -0.8194 2.4504 3.3145  0.02
N: -1.0114 2.3214 5.5968  0.15
N: -1.2202 0.4755 4.3671  0.17
H: -1.0984 1.7404 6.4107  0.10
H: -0.6696 3.2322 5.8528  0.11
H: -0.9947 -0.0711 3.5571  0.09
H: -1.5707 0.1250 5.2351  0.10

Atoms 1-6, force components in eV/Å:
O 0.179 -0.081 -0.150
H -0.045 0.017 0.079
H -0.397 -0.027 0.151
O -0.019 0.064 0.079
H 0.096 -0.038 0.048
H 0.041 0.084 0.010

Record 3
Computed, not measured: a molecular structure, C2H2O2S2 in a non-equilibrium geometry, with ωB97M-V/def2-TZVPD.

Its energy relative to the best compared isomer or geometry (same formula, charge and spin) is 371.2 kJ/mol. The largest force on an atom comes out at 3.1 eV/A. As for the orbital gap: 7.91 eV. The calculation puts the total energy at -1024.12126 Ha. The net charge is 0. The calculation puts the lowest unoccupied orbital energy at -0.0598 hartree. For the highest occupied orbital energy, the calculation gives -9.54 eV.

Last column: Löwdin charge in e.
Cartesian coordinates (Å):
C: 0.6614 0.3586 -0.5620  -0.52
C: 1.0972 -0.6921 0.4640  -0.39
O: -1.6741 0.8629 1.0370  -0.43
O: -2.2912 0.8289 -1.2760  -0.44
S: 1.1894 -0.9892 -1.3869  0.92
S: -1.4452 1.3884 -0.2473  0.74
H: 2.0042 -0.3815 0.9866  0.07
H: 0.4583 -1.3761 0.9844  0.06

Atoms 1-6, force components in eV/Å:
C 0.114 -1.636 0.777
C 0.643 1.175 -1.642
O 0.099 -1.071 2.469
O 0.568 -0.022 -0.130
S 0.285 0.283 0.992
S -1.146 1.656 -2.316

Record 4
Computed, not measured: 2 unconnected molecules or ions with the total composition C6H9N in a non-equilibrium geometry, with ωB97M-V/def2-TZVPD.

Its energy relative to the best compared isomer or geometry (same formula, charge and spin) is 809.0 kJ/mol. The largest force on an atom comes out at 4.9 eV/A. As for the orbital gap (spin up / spin down): 7.82 / 7.95 eV. The calculation puts the total energy at -288.47390 Ha. The net charge is 0. The calculation puts the lowest unoccupied orbital energy (spin up / spin down) at -0.0083 / 0.0019 hartree. For the highest occupied orbital energy (spin up / spin down), the calculation gives -8.05 / -7.89 eV.

Last column: Löwdin charge in e.
Cartesian coordinates (Å):
C: -1.6598 0.4006 0.3922  -0.06
C: -0.7918 -0.7968 0.4460  -0.32
C: 0.1242 -1.1744 -0.6390  -0.12
C: 1.1343 1.0630 -0.9723  0.10
C: 0.6938 -0.7632 0.6769  -0.26
C: 1.3379 0.4733 0.7812  -0.39
N: 2.1208 1.3002 1.1205  0.20
H: -1.1885 1.2300 -0.1042  0.05
H: -2.6015 0.2488 -0.1258  0.08
H: -1.9117 0.7617 1.3832  0.08
H: -1.2482 -1.6314 0.9571  0.14
H: 0.2470 -2.2244 -0.8587  0.08
H: 1.8609 1.0295 -1.7423  0.01
H: -0.0544 -0.4234 -1.9822  0.25
H: 0.7829 2.0226 -0.6272  0.00
H: 1.1541 -1.5163 1.2949  0.15

Atoms 1-6, force components in eV/Å:
C -0.309 0.993 0.229
C -0.601 -1.055 0.203
C -1.269 0.070 -3.948
C -0.267 1.543 3.627
C -0.414 -1.344 0.507
C 1.464 1.921 -3.353